(1)
A 5-piece molecular cluster, C8H27O5 overall at a distorted geometry, computed with the ωB97M-V functional and the def2-TZVPD basis.

Last column: Mulliken charge in e.
Cartesian coordinates (Å):
O: -37.493 -2.478 -2.826  -0.133
H: -38.390 -2.494 -2.495  0.382
H: -36.843 -2.924 -2.332  0.319
H: -37.199 -1.491 -2.799  0.493
C: -41.079 -1.819 -3.719  -1.123
C: -41.121 -2.962 -2.632  -0.301
O: -39.939 -2.889 -1.872  -0.501
H: -40.329 -2.024 -4.445  0.282
H: -41.143 -0.900 -3.244  0.325
H: -41.962 -1.796 -4.552  0.331
H: -41.274 -3.902 -3.205  0.240
H: -41.948 -2.728 -2.068  0.453
H: -40.215 -3.126 -1.019  0.238
C: -36.997 -5.169 -0.532  -0.992
C: -35.853 -4.236 -0.107  -0.308
O: -35.962 -2.980 -0.857  -0.573
H: -37.934 -4.889 -0.242  0.287
H: -36.829 -6.118 -0.256  0.485
H: -36.971 -5.207 -1.699  0.029
H: -34.901 -4.671 -0.419  0.229
H: -36.062 -3.947 0.851  0.475
H: -35.715 -2.283 -0.120  0.321
C: -38.628 0.699 -2.150  -1.286
C: -37.084 0.882 -1.754  -0.192
O: -36.332 -0.022 -2.455  -0.592
H: -39.009 -0.041 -1.767  0.359
H: -38.694 0.718 -3.162  0.421
H: -39.154 1.626 -1.577  0.320
H: -37.048 0.611 -0.681  0.186
H: -36.596 1.886 -1.978  0.430
H: -35.424 0.434 -2.621  0.336
C: -37.823 -4.870 -5.036  -0.772
C: -36.383 -5.276 -4.814  -0.411
O: -35.964 -4.556 -3.737  -0.287
H: -38.215 -5.406 -5.973  0.378
H: -38.009 -3.831 -5.088  0.164
H: -38.542 -5.362 -4.154  0.135
H: -35.783 -4.697 -5.545  0.315
H: -36.250 -6.295 -4.815  0.344
H: -35.086 -4.522 -3.542  0.193

Charge: +1
Maximum force: 11.9 eV/A
Kohn-Sham gap: 10.46 eV
Highest occupied orbital energy: -13.0 eV
Energy above the lowest of the compared OMol25 structures with the same formula, charge and spin: 109.1 kcal/mol
M: 203.299 Da



(2)
C23H52P4ScSe as an isolated structure at a distorted geometry, computed with the ωB97M-V functional and the def2-TZVPD basis.

Last column: Mulliken charge in e.
Cartesian coordinates (Å):
Sc: 0.151 -0.269 0.014  -1.477
P: 1.849 0.974 -1.563  1.284
P: -0.910 2.135 0.879  0.992
P: -1.739 -0.125 -1.858  0.758
H: -0.014 -9.096 0.486  0.374
C: -0.140 -9.071 -0.602  -0.597
C: 0.905 -9.081 -1.441  -0.423
H: 1.935 -9.154 -1.078  0.278
C: 3.564 1.100 -0.921  -1.282
C: 1.557 2.661 -2.215  -1.235
C: 2.085 -0.006 -3.096  -1.204
C: -2.288 2.011 2.094  -1.327
C: 0.182 3.290 1.804  -1.125
C: -1.667 3.340 -0.286  -1.193
C: -1.628 -1.778 -2.651  -1.026
C: -1.749 1.007 -3.293  -1.226
C: -3.495 -0.093 -1.338  -0.998
H: -1.165 -9.075 -0.994  0.268
H: 0.751 -9.061 -2.525  0.260
H: 3.890 0.119 -0.546  0.360
H: 3.610 1.815 -0.087  0.280
H: 4.252 1.425 -1.715  0.601
H: 1.537 3.387 -1.390  0.349
H: 0.594 2.711 -2.739  0.291
H: 2.356 2.945 -2.916  0.518
H: 2.400 -1.020 -2.817  0.321
H: 2.856 0.453 -3.730  0.491
H: 1.150 -0.080 -3.666  0.278
H: -2.550 3.019 2.449  0.483
H: -1.980 1.394 2.947  0.301
H: -3.168 1.553 1.624  0.344
H: -0.362 4.229 1.984  0.584
H: 1.084 3.514 1.219  0.258
H: 0.480 2.861 2.769  0.316
H: -1.972 4.228 0.288  0.543
H: -2.551 2.917 -0.778  0.333
H: -0.940 3.648 -1.048  0.332
H: -2.269 -1.811 -3.542  0.517
H: -1.930 -2.557 -1.939  0.227
H: -0.587 -1.970 -2.940  0.250
H: -2.582 0.749 -3.965  0.540
H: -0.808 0.937 -3.851  0.354
H: -1.879 2.042 -2.954  0.299
H: -4.145 -0.142 -2.225  0.483
H: -3.713 0.831 -0.786  0.272
H: -3.697 -0.948 -0.679  0.285
C: -1.527 -3.653 0.839  0.811
C: -0.423 -4.229 0.185  0.139
C: -0.399 -5.580 -0.107  -0.932
C: -1.477 -6.392 0.264  0.231
C: -2.589 -5.832 0.893  -0.975
C: -2.627 -4.466 1.162  -0.491
Se: -1.593 -1.834 1.359  0.405
H: 0.648 -1.837 -0.615  0.211
H: 0.433 -3.614 -0.102  0.146
H: 0.465 -6.007 -0.615  0.456
H: -1.429 -7.457 0.067  0.081
H: -3.423 -6.473 1.174  0.437
H: -3.497 -4.024 1.642  0.492
C: 3.242 1.993 3.191  -1.338
C: 3.369 0.547 2.713  -0.960
P: 1.840 -0.281 2.134  1.136
C: 2.370 -2.035 1.806  0.143
C: 3.456 -2.616 2.708  -1.381
C: 0.816 -0.390 3.674  0.118
C: 1.522 -0.747 4.979  -1.338
H: 2.961 2.675 2.381  0.162
H: 4.215 2.336 3.571  0.453
H: 2.519 2.114 4.011  0.312
H: 4.075 0.507 1.869  0.620
H: 3.788 -0.081 3.511  0.576
H: 1.453 -2.647 1.848  -0.182
H: 2.701 -2.059 0.756  0.332
H: 3.086 -2.778 3.729  0.231
H: 3.764 -3.592 2.320  0.435
H: 4.348 -1.989 2.752  0.327
H: 0.308 0.586 3.764  0.010
H: 0.025 -1.126 3.448  0.051
H: 2.331 -0.051 5.232  0.321
H: 0.797 -0.704 5.801  0.418
H: 1.925 -1.764 4.967  0.232

Charge: +3
Maximum force: 3.0 eV/A
Kohn-Sham gap (alpha / beta): 3.04 / 3.14 eV
Highest occupied orbital energy (alpha / beta): -16.3 / -16.3 eV
Energy above the lowest of the compared OMol25 structures with the same formula, charge and spin: 0.0 kcal/mol
M: 576.481 Da



(3)
C4H6N2O as an isolated structure, computed with the ωB97M-V functional and the def2-TZVPD basis.

Last column: Mulliken charge in e.
Cartesian coordinates (Å):
C: 0.556 1.812 1.181  -0.632
O: -0.227 0.655 1.418  -0.334
C: -0.392 -0.202 0.401  0.634
N: 0.523 -0.114 -0.725  -0.545
N: 0.274 -1.255 -1.329  0.087
C: -0.716 -1.990 -0.697  -0.144
C: -1.197 -1.384 0.443  -0.896
H: 0.544 2.361 2.122  0.231
H: 1.583 1.555 0.903  0.283
H: 0.115 2.432 0.388  0.304
H: 0.631 -1.372 -2.267  0.243
H: -0.995 -2.928 -1.166  0.428
H: -0.700 0.430 -0.673  0.340

Maximum force: 0.5 eV/A
Kohn-Sham gap: 8.69 eV
Highest occupied orbital energy: -8.1 eV
Energy above the lowest of the compared OMol25 structures with the same formula, charge and spin: 139.2 kcal/mol
M: 98.105 Da



(4)
An isolated molecule of C4H11N2O at a distorted geometry, computed with the ωB97M-V functional and the def2-TZVPD basis.

Last column: Mulliken charge in e.
Cartesian coordinates (Å):
N: -2.273 0.188 -0.868  -1.393
C: -1.447 0.223 0.397  -1.333
C: -0.152 -0.421 -0.016  0.229
N: 0.965 0.224 0.251  0.065
C: 1.218 1.078 1.460  -1.010
C: 2.154 -0.175 -0.440  -1.024
O: -0.260 -1.438 -0.699  -0.472
H: -2.085 -0.668 -1.586  0.351
H: -2.157 1.066 -1.451  1.297
H: -3.194 -0.127 -0.620  0.976
H: -1.777 -0.276 1.266  0.041
H: -1.234 1.337 0.512  0.245
H: 2.086 0.658 2.092  0.335
H: 1.318 2.053 0.986  0.431
H: 0.292 0.961 2.084  0.291
H: 3.046 -0.183 0.225  0.265
H: 1.976 -1.127 -0.870  0.389
H: 2.320 0.699 -1.129  0.316

Spin multiplicity: 2
Maximum force: 3.6 eV/A
Kohn-Sham gap (alpha / beta): 4.19 / 10.30 eV
Highest occupied orbital energy (alpha / beta): -3.6 / -9.8 eV
Energy above the lowest of the compared OMol25 structures with the same formula, charge and spin: 63.4 kcal/mol
M: 103.145 Da



(5)
An isolated molecule of C5H6O2, computed with the ωB97M-V functional and the def2-TZVPD basis.

Last column: Mulliken charge in e.
Cartesian coordinates (Å):
O: -1.821 -1.417 0.723  -0.457
C: -0.820 -1.013 1.261  -0.211
C: -0.212 0.341 0.986  0.137
O: 1.224 0.376 1.222  -0.187
C: 1.507 1.091 0.130  -0.494
C: 0.310 -0.187 -1.508  -1.257
C: 0.080 0.891 -0.423  0.349
H: -0.281 -1.603 2.031  0.342
H: -0.679 1.073 1.659  0.328
H: 1.288 -0.636 -1.343  0.361
H: 0.344 0.295 -2.487  0.329
H: -0.445 -0.977 -1.505  0.311
H: -0.495 1.767 -0.745  0.449

Maximum force: 0.6 eV/A
Kohn-Sham gap: 9.39 eV
Highest occupied orbital energy: -9.0 eV
Energy above the lowest of the compared OMol25 structures with the same formula, charge and spin: 92.3 kcal/mol
M: 98.101 Da



(6)
C4H5O5S as an isolated structure at a distorted geometry, computed with the ωB97M-V functional and the def2-TZVPD basis.

Last column: Mulliken charge in e.
Cartesian coordinates (Å):
C: 1.959 -2.540 -3.091  0.093
C: 1.557 -1.956 -2.138  -0.659
C: 1.097 -1.020 -1.106  0.344
C: -0.984 0.712 2.740  -0.563
O: 0.426 -0.008 -1.538  -0.471
O: 1.338 -1.187 0.139  -0.716
O: 0.282 2.173 0.109  -0.594
O: -1.870 1.286 -0.670  -0.505
O: -1.439 1.283 1.529  -0.251
S: -0.511 0.969 0.210  0.883
H: -1.675 1.762 -1.492  0.315
H: 2.351 -3.239 -3.897  0.388
H: -0.379 -0.140 2.453  0.325
H: -1.870 0.498 3.364  0.208
H: -0.281 1.408 3.387  0.203

Charge: -1
Spin multiplicity: 3
Maximum force: 7.0 eV/A
Kohn-Sham gap (alpha / beta): 3.64 / 5.82 eV
Highest occupied orbital energy (alpha / beta): -0.2 / -4.6 eV
M: 165.146 Da



- Which formula does entry 1 have?
  C8H27O5



- Which of these has the lowest maximum force?
  C4H6N2O



- Which of these has the lowest maximum force?
  C4H6N2O



- Which of these has the lowest M?
  C5H6O2